{"formula": "C5H10NO2", "method": "ωB97M-V/def2-TZVPD", "homo_ev": [4.0150, -1.2503], "orbital_gap_ev": [2.801, 7.972], "relative_energy_ev": 0.3386, "e_tot_ha": -401.67107, "multiplicity": 2, "total_charge": -2, "symbols": ["C", "C", "C", "C", "N", "C", "O", "O", "H", "H", "H", "H", "H", "H", "H", "H", "H", "H"], "positions_angstrom": [[0.399022, 1.527904, 0.959050], [-0.085324, 0.174457, 0.440375], [1.109381, -0.706766, 0.120005], [0.750268, -2.111861, -0.444475], [-0.969148, 0.300872, -0.734560], [-2.108194, 1.120230, -0.720344], [-2.601646, 1.393912, -1.838904], [-2.514294, 1.441454, 0.422036], [-0.474013, 2.031754, 1.372380], [0.938226, 2.097302, 0.201080], [1.078015, 1.310533, 1.787841], [-0.708376, -0.328662, 1.176397], [1.687164, -0.846029, 1.032030], [1.781188, -0.226532, -0.580307], [1.342906, -2.817941, 0.151248], [1.161647, -2.221706, -1.446673], [-0.321578, -2.265387, -0.304391], [-0.465246, 0.126463, -1.592793]], "forces_ev_per_a": [[-0.284, -0.729, 0.834], [-0.460, 0.248, -1.120], [-0.241, -0.730, -0.159], [0.798, 0.803, 1.089], [1.535, -0.517, 0.396], [-0.046, -0.205, -0.139], [-0.212, 0.224, -0.319], [-0.352, 0.226, 0.234], [0.136, 0.429, -0.316], [-0.181, 0.045, -0.058], [0.253, 0.193, 0.089], [0.144, 0.123, 0.564], [0.047, 0.070, 0.220], [0.111, 0.424, -0.254], [-0.238, -0.405, -0.089], [-0.590, -0.139, -0.318], [0.108, -0.373, -0.493], [-0.530, 0.313, -0.162]], "nbo_charge": [-0.65, -0.05, -0.71, -1.06, -0.71, 0.86, -0.83, -0.84, 0.24, 0.19, 0.17, 0.17, 0.18, 0.17, 0.13, 0.18, 0.19, 0.36]}



{"formula": "C4H14N2O", "method": "ωB97M-V/def2-TZVPD", "smiles": "CNCCCN.O", "homo_ev": -7.8675, "orbital_gap_ev": 8.590, "relative_energy_ev": 2.6470, "e_tot_ha": -345.47891, "total_charge": 0, "symbols": ["C", "N", "C", "C", "C", "N", "H", "H", "H", "H", "H", "H", "H", "H", "H", "H", "H", "H", "O", "H", "H"], "positions_angstrom": [[-0.673020, 3.076355, -0.808242], [-0.899298, 1.649700, -1.071364], [0.262322, 0.707877, -0.811150], [-0.382700, -0.499865, -0.041322], [-1.024753, -0.020068, 1.271893], [-0.016112, 0.140102, 2.338097], [-1.569711, 3.412812, -0.275298], [-0.517878, 3.598758, -1.746214], [0.232862, 3.277008, -0.199351], [-1.596466, 0.962547, -1.275826], [1.034415, 1.153839, -0.178955], [0.643328, 0.366576, -1.771171], [-1.088853, -1.107123, -0.638961], [0.467800, -1.121614, 0.243884], [-1.697280, 0.807452, 1.305925], [-1.614794, -0.905519, 1.493347], [0.158214, -0.706065, 2.857729], [-0.299116, 0.873796, 2.970006], [2.800697, -5.369119, -1.595070], [2.257801, -4.753880, -1.083424], [3.522540, -5.543573, -0.984538]], "forces_ev_per_a": [[-1.369, -1.125, -0.269], [4.278, -1.407, 0.777], [-2.469, -0.076, -0.034], [1.192, 1.709, -0.152], [0.734, -2.623, 0.705], [0.024, 0.703, -0.516], [0.331, 0.691, -0.144], [-0.196, 0.525, -0.112], [-0.617, -0.632, -0.116], [-1.579, 1.648, -0.127], [-0.116, 0.043, -0.193], [0.584, -0.033, 0.018], [0.304, 0.481, 0.054], [-0.223, -0.459, 0.068], [-0.177, 0.711, -0.715], [-0.695, -0.022, 0.558], [-0.120, -0.021, 0.012], [0.114, -0.119, 0.186], [-0.129, 0.274, 0.399], [-0.065, -0.094, -0.294], [0.193, -0.176, -0.106]], "nbo_charge": [-0.39, -0.71, -0.22, -0.42, -0.22, -0.86, 0.19, 0.18, 0.20, 0.39, 0.20, 0.18, 0.20, 0.21, 0.20, 0.16, 0.36, 0.36, -0.93, 0.47, 0.47]}



{"formula": "C2H7OPS", "method": "ωB97M-V/def2-TZVPD", "smiles": "O=[PH3].CC=S", "homo_ev": [-8.7287, -8.7286], "orbital_gap_ev": [8.751, 8.751], "relative_energy_ev": 2.3735, "e_tot_ha": -895.12884, "total_charge": 0, "symbols": ["O", "P", "H", "H", "H", "C", "C", "S", "H", "H", "H", "H"], "positions_angstrom": [[1.446326, -0.753789, -0.156581], [2.030160, 0.579667, -0.050089], [1.748226, 1.455165, -1.077479], [1.785411, 1.255078, 1.126850], [3.417448, 0.550728, -0.083796], [-1.871987, -0.913381, -0.252325], [-0.994145, 0.047229, 0.432657], [-0.716427, 1.557843, -0.089995], [-2.736191, -1.135700, 0.376667], [-2.207460, -0.527829, -1.212817], [-1.329927, -1.849380, -0.395393], [-0.571435, -0.265628, 1.382305]], "forces_ev_per_a": [[-0.577, -1.653, -0.106], [1.009, 0.223, 0.088], [-0.045, 0.541, -0.283], [0.008, 0.441, 0.357], [0.529, 0.093, -0.036], [-0.019, -0.326, -0.246], [-0.181, 0.864, 0.014], [-0.757, 0.065, 0.111], [-0.040, -0.023, 0.069], [-0.010, -0.017, 0.046], [0.015, -0.073, -0.009], [0.068, -0.133, -0.004]], "nbo_charge": [-1.11, 1.35, -0.08, -0.07, -0.10, -0.70, -0.15, -0.05, 0.24, 0.23, 0.25, 0.19]}